No. 1
# C25H24F25N3O7S2

3 unconnected molecules or ions with the total composition C25H24F25N3O7S2 in a non-equilibrium geometry (the ωB97M-V functional and the def2-TZVPD basis, the OMol25 dataset).

The strongest force on any atom comes out at 4.42 eV Å⁻¹. For the energy above the lowest of the compared OMol25 structures with the same formula, charge and spin, the calculation gives 4.121 eV. Its LUMO energy is -2.299 eV.

Geometry as ORCA input:
```
! wB97M-V def2-TZVPD RIJCOSX def2/J DEFGRID3
* xyz 0 1
S -1.89685 -0.23070 -1.59540
S 5.13651 0.78202 -5.34783
F 2.10060 7.32898 2.73040
F 3.81216 0.98467 -6.27861
F 5.75484 2.46641 -3.36989
F 2.92617 3.04563 -2.74483
F -7.12983 -3.25618 1.26940
F -8.91683 -3.78460 3.05238
F 2.29291 1.22953 -3.87642
F -6.72449 -5.43238 3.06219
F 1.73329 4.80605 -0.08849
F 4.46837 5.04184 -0.21252
F -7.00137 -1.64379 3.14029
F 6.54940 0.54979 -4.48311
F 0.89071 9.27465 1.16320
F -4.60486 -5.35054 2.59502
F 3.61787 6.71285 0.87512
F 4.31724 3.24385 -4.85833
F 0.02620 7.62270 3.24680
F -9.73798 -1.83824 3.56243
F 5.66840 -0.32845 -6.43508
F 5.97515 1.92844 -6.21371
F 1.34313 7.51888 -0.03541
F -7.53321 -1.34564 5.20964
F 4.49172 -0.45525 -4.48253
F -6.19707 -5.00833 0.39792
F 2.79288 3.27956 1.03405
O -3.55146 -3.84745 -1.49840
O 0.55643 5.80873 2.11826
O -6.60425 -3.26249 4.65397
O -2.74378 -3.31757 0.54466
O 0.81918 0.88291 2.34778
O 1.60358 -1.14164 1.86840
O 0.92741 -1.17443 -2.93755
N 1.62466 -1.10186 -1.72351
N 1.90597 -3.17962 -0.58647
N -0.27550 -2.26802 -0.48957
C 3.80698 5.37930 0.92634
C -0.87729 -0.94080 -0.21641
C 1.63723 4.88541 2.27017
C -2.54217 -3.43639 -0.63530
C 0.58254 7.96687 0.98677
C -8.90903 -2.81867 3.99575
C 4.29036 -3.20903 -1.69762
C -1.12303 -3.15325 -1.31877
C -6.00886 -4.00753 1.29832
C 3.27420 -3.13733 -1.03993
C 2.49152 4.60870 1.01804
C -5.73424 -4.58846 2.68381
C 2.60827 1.07924 -0.75710
C 1.52369 -4.31136 0.24364
C 0.92926 -0.04905 1.51553
C -5.49303 -3.56095 3.80659
C 3.38484 1.77813 -3.19963
C 3.74140 0.99291 -1.85542
C 0.84526 7.17226 2.26814
C 4.63709 2.09625 -4.11412
C 2.14216 -5.55739 0.26114
C -7.49779 -2.27127 4.22307
C 1.07892 -2.19829 -0.93575
C 1.30664 0.23085 -1.09337
C 0.28054 0.13426 0.09683
H 4.46070 5.14903 1.77174
H 2.24613 5.11133 3.14813
H -5.17027 -3.40094 0.94904
H -5.00256 -2.65527 3.44335
H -1.86795 1.14325 -1.38792
H -0.61167 -4.17663 -1.32970
H 2.23531 2.12905 -0.56363
H -9.31706 -3.24001 4.91748
H 4.67829 1.43791 -1.40515
H -0.26764 1.13043 0.12366
H 2.47194 -5.93648 1.27683
H 3.95868 -0.09339 -2.06035
H 3.09512 0.76387 0.22392
H 0.60498 -4.15411 0.89269
H -1.48368 -1.00257 0.73208
H 2.24327 -6.16555 -0.68123
H 0.77798 0.81144 -1.91862
H -0.46595 7.89150 0.68923
H 5.36075 -3.23630 -2.02620
H 1.14501 3.93893 2.51222
H -3.14546 -4.23207 -2.30746
H -1.21343 -2.85327 -2.40510
H 1.23858 -1.96706 -3.41951
H -4.76381 -4.01787 4.47953
*
```

---

No. 2
# C25H24F4O6

C25H24F4O6 in the gas phase in a non-equilibrium geometry (the ωB97M-V functional and the def2-TZVPD basis, the OMol25 dataset).

The strongest force on any atom comes out at 2.51 eV Å⁻¹. Its LUMO energy is -0.012 eV.

Geometry as ORCA input:
```
! wB97M-V def2-TZVPD RIJCOSX def2/J DEFGRID3
* xyz 0 1
F 2.44843 4.53985 -2.33298
F -2.06943 5.35999 -1.07558
F 1.23870 -6.10715 -2.77935
F 4.62606 -2.82740 -3.46172
O -2.49117 1.43398 1.03746
O -1.76508 -1.10156 1.52993
O 1.57260 2.15035 0.88650
O 0.28482 -1.78518 1.00074
O 1.87613 0.08173 1.64112
O -0.79795 2.17726 2.33814
C 1.22172 4.09021 -1.89567
C -3.39776 -2.64818 2.22541
C -1.24726 3.12360 -1.12606
C 0.75674 -3.82537 -2.31559
C -1.98026 -2.51920 1.75447
C -0.17490 2.23966 -1.22587
C 0.26563 -1.47821 -1.74905
C 1.06525 2.72482 -1.64784
C 0.58268 -0.18894 -1.54343
C 3.34853 -3.15930 -3.06545
C 1.65423 -4.79402 -2.73970
C 1.17784 -2.47460 -2.25780
C -0.37711 0.76548 -0.86949
C -4.69626 1.70723 1.96661
C -1.19882 1.48120 1.42349
C 3.97199 -0.66611 2.36409
C -0.25888 0.58363 0.62074
C -1.02616 4.49081 -1.30978
C 3.22472 0.53816 1.88507
C 2.96457 -4.50162 -3.13352
C -0.52392 -0.87038 1.07590
C 0.20566 5.01612 -1.68312
C 2.50252 -2.14302 -2.62973
C 1.13153 1.02613 1.07145
C -3.37217 2.37282 1.74234
H -4.08056 -2.07688 1.59102
H -2.88586 2.62500 2.68858
H -1.81071 -3.05613 0.81005
H -1.41019 0.48127 -1.11407
H 3.62570 -0.97802 3.35021
H 2.85438 -1.11072 -2.59195
H -2.24350 2.75658 -0.87381
H 3.18735 1.33207 2.63850
H 1.52323 0.22115 -1.91233
H -3.69456 -3.69825 2.20638
H 3.65999 0.92787 0.95684
H -3.48863 -2.29179 3.25527
H -4.61543 0.99748 2.79486
H 3.64812 -5.27686 -3.47197
H 5.03536 -0.44024 2.44124
H 1.93003 2.07162 -1.76345
H -5.05280 1.18315 1.07713
H -5.43251 2.45893 2.25573
H -1.25735 -2.86457 2.50420
H -0.73582 -1.83986 -1.49414
H -0.26369 -4.07615 -2.02867
H 0.36286 6.08109 -1.82692
H -3.44718 3.26552 1.10844
H 3.84857 -1.50505 1.67715
*
```

---

No. 3
# C25H24N4O3

C25H24N4O3 in the gas phase in a non-equilibrium geometry (the ωB97M-V functional and the def2-TZVPD basis, the OMol25 dataset).

The strongest force on any atom comes out at 3.07 eV Å⁻¹. For the energy above the lowest of the compared OMol25 structures with the same formula, charge and spin, the calculation gives 6.941 eV. Its LUMO energy is 0.359 eV.

Geometry as ORCA input:
```
! wB97M-V def2-TZVPD RIJCOSX def2/J DEFGRID3
* xyz 0 1
O -3.43487 -2.99476 -1.13321
O 4.07600 -2.65278 3.10801
O -5.36818 0.01620 -0.49224
N -0.56471 -1.47246 0.42972
N -0.86023 3.22954 -0.88630
N 3.53085 0.16907 -1.56467
N -1.55879 -3.37601 1.29823
C 5.05129 -0.92769 -0.00382
C -1.40376 -2.60815 0.18655
C -0.20248 -1.55805 1.80207
C -1.90463 1.27976 -0.37313
C 5.13348 -1.66403 1.19790
C -3.40497 3.18100 -0.86623
C 4.44262 0.92244 -2.41333
C 2.17036 0.32527 -1.71821
C -2.27142 -2.62947 -1.02350
C 3.96550 -2.07203 1.83671
C 0.14397 2.26910 -0.62289
C 3.78344 -0.70061 -0.52505
C -4.33928 0.96719 -0.47964
C -0.72428 -2.80403 2.24697
C 1.48145 -0.40598 -0.73900
C 2.67262 -1.87435 1.20918
C 2.89953 -2.94056 3.88138
C 2.52719 -1.10806 0.03815
C -0.04735 -0.51777 -0.58004
C -3.03215 0.50001 -0.24441
C -0.54588 4.58935 -1.30214
C -0.45881 0.97696 -0.46290
C -4.52410 2.33139 -0.73960
C -2.11175 2.65656 -0.68606
C -6.74218 0.43491 -0.18104
H -7.31666 -0.45836 0.03834
H 6.08020 -1.91952 1.64924
H 0.18425 -0.74406 2.39515
H 4.18986 1.98079 -2.34703
H -6.75019 1.10329 0.68193
H 4.28771 0.58901 -3.44003
H -0.42632 -1.07709 -1.52324
H 1.82974 -2.34851 1.66045
H -7.17001 0.92389 -1.05319
H -1.68825 -2.13616 -1.85100
H 5.44690 0.73703 -2.06941
H -5.54376 2.72452 -0.83524
H 5.94218 -0.53542 -0.50153
H 1.72525 1.01791 -2.46004
H 0.14472 4.97763 -0.54585
H -0.49749 -3.33670 3.14988
H -1.46474 5.16191 -1.36274
H 3.24132 -3.38479 4.81858
H -2.86094 -0.55244 -0.06485
H 1.21019 2.56851 -0.63921
H -0.03374 4.59832 -2.26775
H 2.34732 -2.01863 4.10664
H -3.51112 4.24981 -1.10150
H 2.25511 -3.66295 3.36496
*
```